ORCA calculation (the ωB97M-V functional and the def2-TZVPD basis) on C45H86BBrIN6O4S as an isolated structure in a non-equilibrium geometry.

XYZ file:
```
145
Properties=species:S:1:pos:R:3:forces:R:3
I -0.486216 0.976224 -3.929556 -1.13 0.43 0.70
Br -4.113666 -0.810028 -0.409133 0.36 -0.67 0.53
S -4.116090 -0.509461 3.757694 2.15 4.30 -0.56
O 4.956399 0.907321 -2.702644 0.57 2.81 -0.15
O -4.048550 -0.132571 -3.154251 -0.74 2.25 2.10
O -1.254592 -8.120469 -2.565226 0.66 2.82 -0.20
O -1.963703 0.651210 1.601553 -0.10 1.49 -2.78
N 5.530239 2.149878 -2.822217 -0.07 -4.58 0.15
N -3.256002 0.833710 -0.920391 0.03 -0.05 0.42
N -4.359573 2.372437 -2.841270 0.13 -1.47 0.22
N -3.424943 2.164869 2.687817 0.88 -6.31 1.69
N 0.662301 -4.687813 2.221817 0.00 0.46 1.58
N -0.677603 -6.880461 -2.694584 -0.12 -4.51 0.15
C -7.515444 4.185933 3.885203 0.55 0.29 -0.05
C 7.400492 1.450414 -4.379363 0.12 -0.25 0.39
C 2.210196 -7.323966 -3.175927 -0.05 0.01 0.01
C -3.479362 0.997915 3.338517 -3.01 1.26 -2.52
C -5.282105 3.572029 5.326675 0.33 1.12 -0.52
C -6.109113 4.697493 4.493390 -0.30 0.20 1.03
C -0.018309 -2.292040 2.973914 0.04 0.01 -0.43
C 1.175777 -7.592079 -4.265898 0.12 -0.22 0.37
C 6.495004 2.317827 -1.688797 0.58 1.17 1.59
C -1.679604 3.183837 1.221569 3.31 5.15 -0.09
C 6.819455 3.825119 -1.500629 0.08 0.28 -0.17
C -7.214150 3.518514 1.282473 0.69 1.12 1.12
C -0.486866 -3.835348 2.735788 0.17 1.06 1.15
C -0.125120 -6.781292 -4.081308 0.02 1.13 -1.77
C 0.900196 1.484660 5.134207 0.25 0.65 0.05
C 8.423913 1.717650 -3.279154 -0.05 0.03 0.00
C -0.039463 2.393358 6.118031 -0.45 0.41 -1.24
C 2.471749 1.488783 5.561509 -1.04 -0.59 -0.94
C 1.600951 -7.515874 -1.789103 0.02 -0.13 -0.35
C 0.135599 -5.297313 -4.441312 0.23 0.21 0.19
C 0.436071 -1.629612 1.563565 0.13 -0.45 0.51
C -0.831427 -1.314748 0.569776 1.12 0.03 0.31
C -0.961384 4.292859 1.176175 -3.17 -6.13 0.09
C -1.145869 -7.239461 -5.161042 -0.24 -0.43 0.62
C -3.694268 1.856325 0.095111 -0.37 2.69 1.01
C 7.802859 1.518447 -1.898818 0.01 -0.16 -0.35
C -5.682711 3.366467 0.804428 -0.29 -0.17 -1.55
C -5.241227 1.803936 0.530757 -0.70 1.03 0.72
C 6.354265 3.742349 -4.555596 0.21 0.20 0.21
C -0.297649 -7.129406 -0.196057 -0.35 -0.55 -0.45
C 1.645399 1.094408 -1.612503 0.49 1.27 0.71
C -0.987012 1.763497 -1.898147 0.88 1.97 0.84
C -1.731429 0.663442 -0.992936 1.46 -1.97 -1.22
C 0.488319 2.241084 -1.391996 0.66 -0.38 -0.06
C 5.888492 1.892373 -0.321339 -0.40 -0.51 -0.48
C -2.706007 2.930518 5.937606 0.08 0.40 -0.50
C 0.297695 -6.711482 -1.570427 0.53 1.12 1.56
C 5.086054 1.798713 -5.294536 -0.24 -0.45 0.63
C -7.397437 2.982464 2.813460 -1.34 0.04 -0.74
C 0.628629 -5.204640 -1.390789 0.16 0.33 -0.10
C -1.104129 0.305150 0.438389 0.68 -1.77 1.32
C -2.672844 1.894988 1.387398 0.99 1.42 0.74
C 6.095290 2.256194 -4.203686 0.04 1.21 -1.83
C -3.704212 4.016366 5.267060 -0.68 0.19 0.70
C -1.267260 2.980515 5.189790 0.12 -0.50 0.45
B -3.885006 1.048746 -2.321699 -1.14 -0.85 -3.47
H 6.582908 2.111737 0.496182 0.06 0.15 -0.35
H 7.855513 1.674455 -5.350827 -0.29 0.12 0.05
H 4.956868 2.431682 -0.118498 0.08 -0.03 -0.09
H -0.089116 0.755707 0.711951 -1.50 -0.11 -1.21
H 3.070142 1.416774 4.562224 -0.76 0.17 2.02
H 6.979182 4.080075 -0.448065 -0.02 -0.29 -0.12
H -1.225453 -6.586319 0.013003 0.09 -0.04 -0.08
H -1.632682 -0.328225 -1.610608 -0.16 1.84 1.22
H -0.504694 -8.201523 -0.132024 -0.11 0.16 -0.26
H -3.620224 5.020773 5.859789 -0.12 -1.76 -1.00
H -6.570231 2.214045 3.040894 -1.27 1.26 -0.08
H 0.985553 -4.862086 -3.917555 -0.09 -0.04 0.08
H 8.539774 1.797632 -1.135965 -0.30 0.11 0.04
H -2.097691 -6.707521 -5.054295 0.13 -0.08 0.07
H -5.468992 2.529028 4.868087 0.49 1.56 0.79
H -5.401488 5.192563 3.725264 -1.29 -0.94 0.90
H -5.978679 1.435085 -0.271233 1.45 0.42 0.83
H 0.949858 -8.666072 -4.271574 -0.19 0.15 0.07
H -7.994407 3.091072 0.545481 1.53 0.36 1.13
H 5.469731 4.354782 -4.354411 0.07 -0.12 0.04
H 0.362818 -5.187354 -5.506476 -0.10 -0.25 0.11
H -0.745162 -4.681174 -4.234272 0.05 -0.12 0.04
H -1.249398 2.344913 4.226288 -0.38 1.05 1.49
H 0.801381 -5.416553 2.958577 -0.08 0.67 -1.08
H 2.624494 -6.316676 -3.279084 -0.05 0.02 0.00
H 0.469624 0.402295 5.044035 0.78 1.94 0.21
H 0.798410 -4.946762 -0.340126 -0.06 -0.34 -0.07
H 1.622683 -7.373264 -5.242435 -0.28 0.11 0.04
H 7.197750 4.178351 -4.022472 -0.10 -0.04 0.07
H 8.835756 2.726523 -3.374668 -0.05 0.00 0.00
H -5.450106 1.138258 1.467381 0.71 1.20 -1.73
H -0.521039 -1.770674 -0.457648 -0.91 0.97 1.66
H 0.864256 1.957037 4.065720 -0.15 -0.78 1.89
H -3.537921 2.898575 -0.411065 -0.28 -2.01 0.67
H 1.210289 0.031781 -1.571485 0.74 1.60 -0.25
H 4.887486 0.723881 -5.259541 0.00 0.16 0.20
H -1.347684 -8.313304 -5.120100 0.00 0.18 0.21
H -1.382528 -3.826846 2.009968 1.41 -0.25 1.04
H 0.536798 2.540094 -0.285879 -0.61 -0.41 -1.69
H 0.858935 -2.234710 3.741022 -1.46 -0.28 -1.43
H -0.767631 -7.037035 -6.166942 0.20 0.15 0.25
H 1.549588 -4.135942 2.268582 -1.07 -0.50 -0.08
H 9.271524 1.034933 -3.398219 -0.08 0.09 0.02
H 2.345684 -7.236203 -1.033912 -0.30 0.10 0.04
H 2.671748 0.543444 6.186163 0.02 1.76 -0.72
H 1.163907 -2.378575 1.050410 -1.32 1.38 0.70
H -1.048841 4.075349 4.844476 -0.33 -1.92 0.78
H -4.919141 3.923665 1.467187 -1.42 -1.06 -0.71
H 0.520641 3.331110 6.499076 -0.62 -1.79 -0.42
H -0.865022 -1.646001 3.411397 1.08 -1.09 -0.62
H -0.823623 -4.260423 3.767508 0.29 0.80 -1.91
H -6.370753 5.540440 5.260084 0.49 -1.37 -1.44
H -0.457933 1.794392 7.016571 0.77 0.97 -1.53
H -7.431506 4.666144 1.330140 0.39 -2.01 -0.28
H 3.054537 -8.009971 -3.300066 -0.07 0.08 0.02
H -0.196762 -4.568678 -1.727155 0.05 -0.14 -0.08
H 0.724403 3.208267 -2.002487 -0.34 -1.88 1.02
H 7.613602 0.448021 -1.758596 -0.21 0.09 0.00
H -3.846493 2.512395 -3.740061 -0.48 0.01 0.77
H 2.416160 1.210356 -0.742182 -1.38 -0.31 -1.54
H 2.237541 1.326927 -2.577319 -1.08 -0.84 1.57
H -8.190967 3.860578 4.758928 1.09 0.43 -1.30
H -1.560671 2.777293 -2.006729 0.60 -2.14 0.06
H 1.536166 -4.902338 -1.917740 -0.13 -0.01 -0.13
H 5.684761 0.819198 -0.263901 -0.08 0.16 -0.22
H -0.168319 5.130413 1.095059 -1.98 -1.84 0.22
H 1.409483 -8.585052 -1.643087 -0.22 0.10 0.00
H -8.028687 5.108653 3.388734 0.77 -1.74 0.78
H -5.607289 3.871361 -0.248059 -0.03 -0.81 1.76
H -1.755775 -1.849331 0.995609 1.32 0.91 -0.86
H -2.549973 3.171802 7.056425 -0.28 -0.30 -1.77
H -8.423150 2.427084 2.832609 1.90 0.77 0.10
H 4.131355 2.327209 -5.194572 0.13 -0.05 0.06
H 7.178188 0.375620 -4.391203 -0.18 0.14 0.06
H 0.403731 -6.909460 0.614934 0.03 0.22 -0.38
H -3.417085 4.297735 4.173161 -0.44 -0.87 1.88
H 1.058174 -0.690972 1.807006 -1.05 -1.23 -0.55
H 6.590902 3.857138 -5.618064 -0.10 -0.25 0.12
H -5.661716 3.591506 6.421270 0.71 -0.27 -1.81
H 7.730310 4.132114 -2.018061 -0.14 -0.01 -0.08
H -3.200336 1.871307 5.914069 1.03 1.77 -0.12
H -5.350591 2.204855 -3.135423 0.94 0.51 0.24
H 5.995581 4.459596 -1.841758 0.10 -0.14 -0.04
H -4.991263 -0.130692 -3.472971 1.46 -0.05 -0.10
H 5.472780 2.006218 -6.295990 0.18 0.15 0.26
H 2.685050 2.477543 6.106204 -0.04 -1.72 -0.77
```
Forces are in eV/Å.

Results
- Maximum force: 6.90 eV/A
- Gap between HOMO and LUMO (alpha / beta): 0.2166 / 0.2388 Eh
- Lowest unoccupied orbital energy (alpha / beta): -4.350 / -4.350 eV
- Spin multiplicity: 3
- Charge: +1